Entry from OMol25: C3H5ClN2S in the gas phase at a distorted geometry (ωB97M-V/def2-TZVPD).

Last column: natural (NBO) charge in e.
Element x y z (Å)
C: -1.526 -1.086 -0.046  -0.079
C: 0.331 0.506 -0.327  0.098
C: 1.629 -0.029 0.383  -0.648
N: -0.898 0.030 0.339  -0.323
N: -0.421 1.430 0.480  -0.188
S: -2.885 -2.080 0.124  -0.102
Cl: -1.291 2.703 -0.325  0.130
H: -0.902 -1.606 -0.853  0.191
H: 0.223 0.609 -1.525  0.213
H: 1.183 -0.374 1.363  0.241
H: 2.403 0.694 0.592  0.234
H: 2.154 -0.797 -0.203  0.233

As for the SMILES: C[C@@H]1N(Cl)N1C=S. Its net charge is 0. The HOMO-LUMO gap is 7.75 eV. As for the LUMO energy: -0.63 eV.


Entry from OMol25: C5H8FNO in the gas phase at a distorted geometry (ωB97M-V/def2-TZVPD).

Last column: natural (NBO) charge in e.
Element x y z (Å)
C: 0.815 0.789 -0.080  0.078
C: 0.315 -0.658 -0.571  -0.295
C: -1.085 -0.442 -1.100  -0.231
C: -0.361 0.551 0.962  -0.115
C: 0.115 -0.898 1.032  0.228
H: 2.778 0.950 -0.172  0.484
H: 0.387 1.638 -0.649  0.171
H: 0.935 -1.384 -1.145  0.211
H: -1.602 -1.310 -1.365  0.206
H: -0.928 0.261 -2.084  0.177
H: -1.904 1.251 -0.138  0.355
H: -0.409 1.021 1.849  0.205
H: 1.031 -0.989 1.413  0.161
N: -1.536 0.408 0.223  -0.609
O: 2.084 0.686 0.463  -0.712
F: -0.633 -1.874 1.362  -0.314

As for the SMILES: O[C@H]1[C@@H]2CN[C@H]1[C@H]2F. Its net charge is 0. The HOMO-LUMO gap is 9.54 eV. As for the LUMO energy: 0.71 eV.


Entry from OMol25: a molecular structure, C27H30BrF15NO7PS2Ti at a distorted geometry (ωB97M-V/def2-TZVPD).

Last column: Löwdin charge in e.
Element x y z (Å)
Ti: -0.546 -0.431 -0.186  1.075
C: -0.825 -1.176 2.808  -0.150
C: -0.148 -0.144 2.137  -0.260
C: -1.131 0.817 1.737  -0.265
C: -2.382 0.360 2.212  -0.155
C: -2.191 -0.857 2.868  -0.156
H: -0.367 -2.068 3.212  0.090
H: 0.924 -0.005 2.161  0.071
H: -0.926 1.835 1.432  0.085
H: -3.330 0.853 2.051  0.092
H: -2.971 -1.488 3.271  0.087
C: 3.644 -1.241 1.108  -0.130
C: 4.007 -0.602 -0.236  -0.532
C: 5.419 -0.010 -0.141  -0.134
P: 2.608 0.520 -0.800  1.147
C: 3.133 2.166 -0.011  -0.513
C: 3.452 3.331 -0.951  -0.114
C: 2.030 2.591 0.968  -0.130
C: 2.973 0.652 -2.638  -0.528
C: 4.394 0.909 -3.146  -0.127
C: 2.458 -0.615 -3.331  -0.122
H: 4.390 -1.992 1.388  0.073
H: 2.662 -1.711 1.064  0.046
H: 3.625 -0.481 1.897  0.071
H: 4.007 -1.396 -0.991  0.097
H: 5.553 0.504 0.813  0.063
H: 5.651 0.695 -0.936  0.044
H: 6.161 -0.814 -0.176  0.074
H: 4.023 1.953 0.585  0.078
H: 2.715 3.420 -1.750  0.061
H: 4.441 3.244 -1.398  0.051
H: 3.435 4.268 -0.387  0.070
H: 1.110 2.815 0.432  0.051
H: 2.339 3.484 1.523  0.074
H: 1.807 1.804 1.686  0.048
H: 2.334 1.478 -2.962  0.081
H: 5.030 0.039 -2.973  0.069
H: 4.873 1.782 -2.712  0.039
H: 4.352 1.067 -4.229  0.074
H: 3.106 -1.470 -3.121  0.077
H: 2.452 -0.463 -4.415  0.080
H: 1.447 -0.868 -3.023  0.041
F: 0.413 3.156 -3.392  0.150
C: -0.557 3.316 -2.476  -0.536
F: 0.003 3.929 -1.429  0.152
F: -1.442 4.182 -2.997  0.151
C: -1.183 1.945 -2.049  -0.297
O: -0.356 1.330 -1.185  -0.209
C: -2.561 2.236 -1.362  -0.540
F: -3.517 2.686 -2.189  0.162
F: -3.017 1.132 -0.780  0.168
F: -2.403 3.168 -0.401  0.157
C: -1.454 1.114 -3.352  -0.546
F: -2.025 1.883 -4.313  0.140
F: -0.318 0.646 -3.864  0.170
F: -2.270 0.097 -3.121  0.194
Br: 2.203 -7.677 -3.573  0.595
C: 1.619 -6.009 -2.843  -0.722
C: 0.806 -5.166 -3.613  -0.161
C: 0.406 -3.959 -3.100  -0.032
C: 0.804 -3.550 -1.790  -0.170
C: 1.641 -4.432 -1.040  -0.043
C: 2.039 -5.639 -1.561  -0.171
C: 0.372 -2.325 -1.257  -0.593
O: 0.671 -1.928 -0.033  -0.196
O: -0.338 -1.443 -1.906  -0.166
H: 0.491 -5.476 -4.601  0.085
H: -0.239 -3.300 -3.666  0.113
H: 1.954 -4.127 -0.049  0.103
H: 2.668 -6.309 -0.988  0.082
F: -1.875 -5.250 -0.108  0.144
C: -2.054 -4.187 0.670  -0.643
F: -0.892 -3.819 1.177  0.154
F: -2.854 -4.542 1.681  0.120
S: -2.838 -2.827 -0.373  0.677
O: -2.188 -1.580 0.016  -0.351
O: -2.724 -3.258 -1.730  -0.238
N: -4.305 -2.928 0.220  -0.289
S: -5.477 -2.291 -0.638  0.581
O: -5.101 -1.143 -1.410  -0.284
O: -6.664 -2.224 0.163  -0.301
C: -5.914 -3.609 -1.916  -0.657
F: -5.470 -3.300 -3.129  0.132
F: -7.254 -3.713 -1.999  0.098
F: -5.446 -4.811 -1.577  0.121

The expectation value of S² is 2.026. Its net charge is -2. The HOMO-LUMO gap (spin up / spin down) is 4.09 / 6.76 eV. Its spin multiplicity is 3. As for the LUMO energy (spin up / spin down): 4.04 / 4.02 eV.


Entry from OMol25: 2 unconnected molecules or ions with the total composition C3H12N4 at a distorted geometry (ωB97M-V/def2-TZVPD).

Last column: natural (NBO) charge in e.
Element x y z (Å)
N: 0.782 -3.464 1.886  -0.822
C: 0.439 -2.203 2.404  0.285
N: -0.503 -1.509 1.794  -0.749
H: 1.775 -3.738 2.027  0.381
H: 0.452 -3.719 0.921  0.398
H: 0.944 -1.997 3.359  0.164
H: -0.833 -0.690 2.315  0.354
C: 0.113 0.837 -1.403  -0.222
C: -0.542 2.136 -0.996  -0.222
N: -1.139 2.775 -2.176  -0.835
N: 0.910 0.252 -0.335  -0.860
H: -0.721 0.161 -1.806  0.151
H: 0.729 1.048 -2.304  0.193
H: -1.244 1.960 -0.171  0.158
H: 0.223 2.826 -0.608  0.188
H: -1.421 3.695 -1.895  0.352
H: -1.997 2.316 -2.484  0.348
H: 0.352 -0.428 0.200  0.384
H: 1.680 -0.256 -0.728  0.353

As for the SMILES: [H]/N=C/N.NCCN. Its net charge is 0. The HOMO-LUMO gap is 9.80 eV. As for the LUMO energy: 0.94 eV.


Entry from OMol25: a molecular structure, C48H36FN13O2Ru at a distorted geometry (ωB97M-V/def2-TZVPD).

Last column: Löwdin charge in e.
Element x y z (Å)
Ru: 0.020 0.274 0.341  1.523
C: -3.550 -0.530 2.665  -0.018
C: -3.691 -1.909 2.693  -0.020
C: -2.720 -2.675 2.095  0.005
C: -1.623 -2.085 1.468  -0.309
N: -1.490 -0.751 1.446  0.024
C: -2.446 -0.007 2.036  -0.124
N: -0.739 -2.989 0.894  0.193
C: 0.294 -2.714 0.244  -0.299
N: 0.814 -1.468 -0.090  -0.031
C: 1.987 -1.668 -0.783  -0.315
N: 2.789 -0.804 -1.224  0.169
C: 2.564 0.559 -1.324  -0.307
C: 3.616 1.274 -1.902  0.011
C: 3.475 2.601 -2.225  -0.026
C: 2.255 3.211 -1.971  -0.028
C: 1.278 2.477 -1.346  -0.132
N: 1.427 1.187 -0.975  -0.014
C: 2.235 -3.121 -0.913  -0.104
C: 3.250 -3.817 -1.534  0.007
C: 3.182 -5.204 -1.500  -0.050
C: 2.129 -5.855 -0.863  -0.050
C: 1.111 -5.138 -0.246  0.007
C: 1.192 -3.763 -0.293  -0.104
H: -4.275 0.132 3.114  0.125
H: -4.546 -2.370 3.168  0.123
H: -2.762 -3.754 2.074  0.122
H: -2.308 1.062 1.985  0.097
H: 4.517 0.717 -2.115  0.123
H: 4.283 3.146 -2.693  0.122
H: 2.061 4.238 -2.242  0.119
H: 0.325 2.924 -1.128  0.087
H: 4.060 -3.295 -2.024  0.120
H: 3.954 -5.793 -1.975  0.112
H: 2.107 -6.936 -0.853  0.112
H: 0.285 -5.626 0.251  0.120
O: -6.986 0.487 -0.815  0.059
N: -6.527 1.398 -0.137  -0.347
O: -7.218 2.234 0.423  0.067
C: -5.091 1.564 -0.065  -0.092
C: -4.631 2.780 0.471  0.059
C: -3.281 3.019 0.660  -0.151
C: -2.724 4.175 1.333  -0.007
C: -1.353 4.220 1.578  -0.084
C: -0.543 3.165 1.209  -0.181
N: -1.068 2.055 0.532  -0.115
C: -2.381 2.031 0.208  -0.257
C: -2.845 0.929 -0.508  -0.163
N: -1.868 0.132 -1.175  -0.119
C: -2.186 -1.221 -1.383  -0.104
C: -3.453 -1.673 -1.189  -0.039
C: -4.505 -0.790 -0.872  0.034
C: -4.209 0.561 -0.519  -0.085
H: -5.352 3.518 0.789  0.127
H: -3.379 4.969 1.657  0.110
H: -0.905 5.064 2.085  0.109
H: 0.511 3.143 1.455  0.097
H: -1.384 -1.840 -1.767  0.123
H: -3.664 -2.722 -1.343  0.122
H: -5.517 -1.145 -0.865  0.102
F: -4.378 0.084 -6.923  0.076
C: -3.613 0.265 -5.834  -0.273
C: -2.500 -0.535 -5.664  0.009
C: -1.717 -0.341 -4.537  -0.032
C: -2.040 0.637 -3.604  -0.213
C: -1.234 0.804 -2.346  -0.118
C: -3.164 1.431 -3.814  -0.014
C: -3.964 1.249 -4.930  0.018
H: -2.263 -1.288 -6.402  0.124
H: -0.837 -0.955 -4.392  0.116
H: -1.166 1.864 -2.084  0.112
H: -0.218 0.417 -2.472  0.106
H: -3.424 2.199 -3.095  0.122
H: -4.842 1.854 -5.108  0.127
C: -0.011 1.364 4.135  0.018
C: 1.178 0.709 3.542  -0.320
N: 1.371 0.401 2.271  0.025
C: 2.624 -0.177 2.188  -0.114
C: 3.167 -0.250 3.426  -0.042
N: 2.242 0.311 4.276  -0.009
C: 2.361 0.363 5.725  -0.055
N: 1.246 -0.283 6.344  -0.073
N: 0.374 0.442 7.092  0.054
N: -0.579 -0.305 7.472  0.087
C: -0.377 -1.573 6.965  -0.227
C: -1.148 -2.733 7.082  -0.003
C: -0.691 -3.854 6.430  -0.075
C: 0.503 -3.834 5.678  -0.071
C: 1.274 -2.700 5.556  -0.008
C: 0.804 -1.569 6.227  -0.173
H: -0.529 1.933 3.368  0.053
H: 0.274 2.047 4.934  0.090
H: -0.695 0.627 4.562  0.088
H: 3.036 -0.519 1.257  0.087
H: 4.108 -0.634 3.777  0.127
H: 2.385 1.387 6.097  0.145
H: 3.297 -0.135 5.981  0.145
H: -2.058 -2.738 7.664  0.118
H: -1.252 -4.776 6.493  0.106
H: 0.822 -4.742 5.183  0.107
H: 2.187 -2.696 4.976  0.105

The expectation value of S² is 8.816. Its net charge is +1. The HOMO-LUMO gap (spin up / spin down) is 4.52 / 6.00 eV. Its spin multiplicity is 6. As for the LUMO energy (spin up / spin down): -3.56 / -4.64 eV.


Entry from OMol25: a gas-phase ion, C4H9NP (charge +1) at a distorted geometry (ωB97M-V/def2-TZVPD).

Last column: natural (NBO) charge in e.
Element x y z (Å)
C: 1.885 -0.323 -0.664  -0.304
C: -2.279 0.165 -0.585  -0.540
C: -1.963 0.176 0.847  -0.481
C: 0.445 0.176 -0.633  -0.195
N: 2.060 -0.157 0.765  -0.760
P: -0.768 -0.949 -0.159  0.684
H: 1.804 -1.420 -0.840  0.233
H: 2.516 0.322 -1.248  0.238
H: -3.099 -0.539 -0.843  0.286
H: -2.087 1.138 -1.049  0.266
H: -1.393 1.079 1.293  0.265
H: -2.313 -0.543 1.514  0.260
H: 0.184 1.282 -0.714  0.240
H: 2.348 -0.980 1.336  0.416
H: 2.659 0.572 0.978  0.391

Its net charge is +1. The HOMO-LUMO gap is 8.05 eV. As for the LUMO energy: -5.93 eV.


Entry from OMol25: C19H28N2O6S in the gas phase at a distorted geometry (ωB97M-V/def2-TZVPD).

Last column: natural (NBO) charge in e.
Element x y z (Å)
C: -3.498 -3.319 0.470  -0.635
C: -4.413 -2.122 0.247  -0.073
H: -5.193 -2.077 1.010  0.190
H: -4.866 -2.178 -0.748  0.199
O: -3.707 -0.891 0.368  -0.509
C: -3.021 -0.476 -0.710  0.792
O: -2.985 -1.101 -1.747  -0.627
C: -2.336 0.795 -0.480  -0.296
C: -1.684 1.532 -1.475  0.288
N: -1.137 2.610 -0.897  -0.494
C: -1.414 2.627 0.456  -0.066
C: -2.182 1.498 0.741  0.082
C: -2.686 1.107 2.078  -0.649
H: -2.435 0.071 2.295  0.222
H: -3.772 1.189 2.101  0.232
H: -2.271 1.760 2.840  0.248
C: -0.888 3.601 1.379  0.529
O: -1.325 3.792 2.496  -0.537
C: 0.346 4.390 0.904  -0.183
H: 0.708 4.991 1.742  0.225
H: 0.101 5.040 0.056  0.221
O: 1.396 3.496 0.540  -0.498
C: 1.770 3.432 -0.736  0.803
O: 1.279 4.095 -1.618  -0.634
C: 2.784 2.344 -0.948  -0.629
H: 3.319 2.076 -0.038  0.274
H: 3.457 2.585 -1.767  0.256
S: 1.796 0.901 -1.484  0.221
C: 1.256 0.285 0.149  -0.635
C: 2.421 -0.466 0.767  0.677
O: 3.186 0.117 1.516  -0.648
N: 2.589 -1.754 0.410  -0.443
C: 1.745 -2.474 -0.521  -0.210
C: 0.560 -3.148 0.170  -0.615
H: 0.907 -3.849 0.925  0.210
H: -0.079 -2.415 0.657  0.205
H: -0.031 -3.690 -0.563  0.216
H: 2.362 -3.238 -1.000  0.206
H: 1.394 -1.800 -1.305  0.207
C: 3.718 -2.475 0.973  -0.215
C: 4.938 -2.417 0.058  -0.615
H: 5.759 -2.973 0.501  0.213
H: 4.715 -2.842 -0.918  0.199
H: 5.247 -1.384 -0.074  0.218
H: 3.416 -3.511 1.146  0.189
H: 3.959 -2.008 1.930  0.235
H: 1.018 1.147 0.771  0.265
H: 0.364 -0.311 -0.016  0.247
H: -0.623 3.319 -1.405  0.443
C: -1.559 1.283 -2.928  -0.680
H: -2.032 2.086 -3.492  0.227
H: -0.507 1.245 -3.211  0.238
H: -2.033 0.339 -3.179  0.268
H: -2.745 -3.358 -0.313  0.221
H: -4.082 -4.234 0.441  0.217
H: -3.004 -3.243 1.436  0.208

As for the SMILES: CCOC(=O)c1c(C)[nH]c(C(=O)COC(=O)CSCC(=O)N(CC)CC)c1C. Its net charge is 0. The HOMO-LUMO gap is 9.11 eV. As for the LUMO energy: 0.52 eV.


Entry from OMol25: a gas-phase ion, C5H5Cl2N4 (charge +1) at a distorted geometry (ωB97M-V/def2-TZVPD).

Last column: natural (NBO) charge in e.
Element x y z (Å)
C: 0.586 -1.941 -1.022  -0.123
C: 1.054 1.327 -1.636  0.276
C: 0.074 -1.838 1.262  0.276
C: 1.441 -0.665 -0.819  0.097
C: 0.547 0.179 0.185  0.538
N: 0.257 -2.510 0.235  -0.348
N: 1.581 0.219 -1.910  -0.376
N: 0.410 1.363 -0.368  -0.541
N: 0.102 -0.400 1.271  -0.547
Cl: 1.385 -3.149 -2.058  0.061
Cl: 3.253 -1.277 -0.477  0.045
H: -0.351 -1.693 -1.547  0.259
H: 1.045 2.184 -2.285  0.247
H: -0.182 -2.307 2.199  0.232
H: -0.047 2.176 0.028  0.458
H: -0.422 0.092 1.989  0.447

As for the SMILES: Cl[C@H]1N=C[NH+]=C2NC=N[C@@]21Cl. Its net charge is +1. The HOMO-LUMO gap is 8.52 eV. As for the LUMO energy: -5.77 eV.


Entry from OMol25: 2 unconnected molecules or ions with the total composition C5H10O2 (ωB97M-V/def2-TZVPD).

Last column: natural (NBO) charge in e.
Element x y z (Å)
C: 1.773 -0.127 -1.067  -0.630
C: 0.952 0.564 0.009  0.047
O: 0.223 1.647 -0.536  -0.521
C: -1.058 1.725 0.092  -0.075
C: -1.244 0.401 0.779  -0.311
C: -0.111 -0.283 0.675  0.290
O: 0.170 -1.514 1.176  -0.669
H: 2.483 0.581 -1.503  0.231
H: 1.132 -0.520 -1.863  0.216
H: 2.356 -0.948 -0.630  0.199
H: 1.644 0.927 0.790  0.168
H: -1.810 1.907 -0.686  0.183
H: -1.089 2.577 0.789  0.169
H: -2.155 0.084 1.274  0.226
H: -2.187 -2.363 -0.207  -0.011
H: -1.834 -2.691 0.357  0.007
H: 0.756 -1.964 0.552  0.481

As for the SMILES: C[C@H]1OCC=C1O.[H][H]. Its net charge is 0. The HOMO-LUMO gap is 9.65 eV. As for the LUMO energy: 0.86 eV.


For the records above, the corresponding relative energy (zero: lowest compared OMol25 entry of this formula, charge and spin) values read 109.40 91.80 22.76 20.27 11.62 67.26 3.46 0.00 64.74 kcal per mole.